Record 1
The following is a quantum chemistry calculation of a gas-phase ion, C3H12NSi (charge +1), from OMol25.

Last column: Mulliken charge in e.
Element x y z (Å)
C 2.236 -0.890 -0.185  -1.00
C 0.630 1.951 0.207  -0.99
C -0.963 -0.782 -0.531  -0.77
N -2.384 -0.185 0.033  -0.43
Si 0.654 0.037 0.468  0.45
H 3.047 -0.289 -0.698  0.34
H 2.690 -1.595 0.648  0.30
H 1.937 -1.578 -1.040  0.32
H -0.242 2.486 0.659  0.31
H 1.539 2.312 0.584  0.33
H 0.547 2.126 -0.897  0.33
H -1.027 -1.031 -1.574  0.46
H -0.962 -1.879 -0.135  0.35
H -3.213 -0.566 -0.366  0.33
H -2.238 -0.378 1.038  0.39
H -2.501 0.917 -0.039  0.36
H 0.248 -0.654 1.826  -0.08

Computed properties:
Highest occupied orbital energy = -14.97 eV
Energy above the lowest of the compared OMol25 structures with the same formula, charge and spin = 27.88 kcal/mol
Charge = +1
SMILES string = C[SiH](C)C[NH3+]
E_LUMO = -3.7482 eV

---

Record 2
The following is a quantum chemistry calculation of 2 unconnected molecules or ions with the total composition C11H14NOS, from OMol25.

Last column: Mulliken charge in e.
Element x y z (Å)
C 3.747 1.952 -1.109  -0.43
C 2.638 2.415 -1.801  -0.61
C 3.890 0.622 -0.682  -0.39
C 1.537 1.567 -1.947  -0.18
C 2.818 -0.229 -0.960  -0.09
C 1.857 0.310 -1.682  -0.08
C -2.717 -0.523 -0.140  -0.48
C -2.249 -0.096 2.173  -0.70
C -1.729 -0.106 -1.291  -0.46
C -1.783 1.413 1.914  -0.69
C -0.433 -0.435 0.588  0.12
N -1.790 -0.852 1.045  0.10
O -0.420 -0.544 -0.769  -0.26
S -0.173 1.258 1.128  0.05
H 4.581 2.554 -1.007  0.45
H 2.471 3.396 -2.130  0.42
H 4.761 0.409 0.079  0.27
H 0.719 2.021 -2.463  0.39
H 2.715 -1.309 -0.462  0.27
H -3.306 0.421 -0.067  0.25
H -3.169 -1.520 -0.336  0.42
H -1.761 -0.459 3.058  0.39
H -3.306 -0.157 2.384  0.38
H -1.843 -0.573 -2.309  0.37
H -1.729 1.042 -1.293  0.26
H -2.424 1.864 1.249  0.35
H -1.802 2.102 2.730  0.46
H -1.937 -1.817 1.223  0.40

Computed properties:
Highest occupied orbital energy (alpha / beta) = -11.73 / -10.48 eV
Energy above the lowest of the compared OMol25 structures with the same formula, charge and spin = 129.76 kcal/mol
Charge = +1
E_LUMO (alpha / beta) = -3.1338 / -5.3187 eV

---

Record 3
The following is a quantum chemistry calculation of 5 unconnected molecules or ions with the total composition C3H16O5, from OMol25.

Last column: Mulliken charge in e.
Element x y z (Å)
O -17.876 12.289 20.229  -0.67
H -17.494 11.518 19.777  0.35
H -18.685 11.961 20.637  0.28
O -16.873 9.800 18.556  -0.70
H -17.718 9.290 18.574  0.37
H -16.808 10.149 17.660  0.32
O -16.316 15.356 21.613  -0.64
H -16.712 14.500 21.393  0.32
H -16.387 15.431 22.571  0.30
O -19.442 8.793 18.956  -0.73
H -19.592 9.564 19.528  0.42
H -19.475 8.030 19.546  0.32
C -20.447 11.347 22.489  -1.60
C -21.474 11.126 21.393  0.77
C -22.624 12.132 21.460  -1.36
O -20.880 11.159 20.074  -0.57
H -19.558 10.760 22.243  0.46
H -20.872 10.926 23.404  0.44
H -20.183 12.372 22.747  0.33
H -21.831 10.097 21.542  0.18
H -23.084 12.111 22.450  0.37
H -23.399 11.850 20.732  0.37
H -22.436 13.166 21.171  0.33
H -21.623 10.827 19.553  0.34

Computed properties:
Highest occupied orbital energy = -10.95 eV
Energy above the lowest of the compared OMol25 structures with the same formula, charge and spin = 8.01 kcal/mol
Charge = 0
SMILES string = CC(C)O.O.O.O.O
E_LUMO = 0.3140 eV

---

Record 4
The following is a quantum chemistry calculation of C3H6N2S2 in the gas phase, from OMol25.

Last column: Mulliken charge in e.
Element x y z (Å)
C -1.144 1.877 -1.149  -1.54
C -0.282 1.039 -0.182  0.00
C 0.899 -1.393 1.089  0.04
H -1.872 2.411 -0.558  0.40
H -0.475 2.573 -1.646  0.39
H -1.557 1.236 -1.900  0.44
H 0.220 1.706 0.512  0.38
H 2.601 -0.500 0.431  0.26
H 1.456 -2.058 1.742  0.37
N 1.657 -0.764 0.139  -0.27
N -0.352 -1.275 1.356  -0.41
S 0.977 0.122 -1.132  -0.06
S -1.373 -0.137 0.657  0.01

Computed properties:
Highest occupied orbital energy = -8.05 eV
Energy above the lowest of the compared OMol25 structures with the same formula, charge and spin = 23.67 kcal/mol
Charge = 0
SMILES string = C[C@H]1SN=CNS1
E_LUMO = 0.6359 eV

---

Record 5
The following is a quantum chemistry calculation of 2 unconnected molecules or ions with the total composition C9H14O, from OMol25.

Last column: Mulliken charge in e.
Element x y z (Å)
C -0.342 -0.367 -3.023  -0.52
C -0.557 -1.765 -2.398  -0.78
H -1.221 0.101 -3.445  0.26
H 0.145 0.267 -2.270  -0.03
H 0.514 -0.408 -3.794  0.33
H -0.186 -2.430 -3.163  0.32
H -1.613 -1.876 -2.054  0.20
H -0.074 -1.911 -1.436  0.23
C 2.299 0.731 2.483  -1.25
C -1.353 0.457 0.607  0.66
C -1.056 -0.388 1.689  -0.97
C -0.507 1.306 0.008  -0.45
C 0.167 -0.166 2.309  -0.51
C 0.806 1.427 0.560  -0.44
C 1.085 0.734 1.764  0.70
O -2.518 0.358 -0.175  -0.49
H -1.869 -0.929 1.996  0.44
H -3.103 -0.262 0.219  0.28
H -0.722 1.836 -0.964  0.50
H 0.369 -0.961 3.066  0.23
H 1.536 2.113 0.185  0.44
H 2.593 0.086 3.299  0.36
H 2.562 1.774 2.853  0.25
H 3.045 0.272 1.686  0.23

Computed properties:
Highest occupied orbital energy = -8.36 eV
Energy above the lowest of the compared OMol25 structures with the same formula, charge and spin = 47.11 kcal/mol
Charge = 0
SMILES string = Cc1ccc(O)cc1.CC
E_LUMO = 0.8431 eV

---

Record 6
The following is a quantum chemistry calculation of a molecular structure, Rb2, from OMol25.

Last column: Mulliken charge in e.
Element x y z (Å)
Rb 15.611 -26.758 -9.433  1.00
Rb 13.965 -27.849 -13.459  1.00

Computed properties:
Highest occupied orbital energy = -28.94 eV
Energy above the lowest of the compared OMol25 structures with the same formula, charge and spin = 0.00 kcal/mol
Charge = +2
E_LUMO = -8.4702 eV

---

Record 7
The following is a quantum chemistry calculation of C3H8N2O2 in the gas phase, from OMol25.

Last column: Mulliken charge in e.
Element x y z (Å)
C 0.521 0.746 0.448  -0.56
C 1.885 1.142 -0.056  -0.43
O 1.775 1.650 -1.393  -0.50
N -0.038 -0.395 -0.277  -0.28
C -1.155 -0.980 0.420  0.48
N -2.274 -1.106 -0.359  -0.44
O -1.143 -1.260 1.593  -0.57
H -0.120 1.621 0.250  0.28
H 0.469 0.631 1.539  0.36
H 2.608 0.324 -0.014  0.37
H 2.268 1.959 0.563  0.24
H 2.416 1.184 -1.945  0.31
H 0.680 -1.111 -0.342  0.24
H -2.139 -1.350 -1.329  0.25
H -3.013 -1.622 0.096  0.26

Computed properties:
Highest occupied orbital energy = -9.49 eV
Energy above the lowest of the compared OMol25 structures with the same formula, charge and spin = 23.34 kcal/mol
Charge = 0
SMILES string = NC(=O)NCCO
E_LUMO = 0.7922 eV

---

Record 8
The following is a quantum chemistry calculation of a molecular structure, CH2ClIOS, from OMol25.

Last column: Mulliken charge in e.
Element x y z (Å)
C -1.407 0.412 0.261  -0.96
O 2.007 0.514 -0.546  -0.34
S 1.617 -0.784 -0.946  0.42
Cl 1.590 -1.968 0.715  -0.14
I -0.145 1.961 0.092  0.23
H -1.695 -0.194 1.054  0.45
H -1.967 0.059 -0.631  0.35

Computed properties:
Highest occupied orbital energy (alpha / beta) = -8.94 / -7.97 eV
Energy above the lowest of the compared OMol25 structures with the same formula, charge and spin = 56.37 kcal/mol
Charge = 0
E_LUMO (alpha / beta) = -0.3402 / -1.3339 eV

---

Record 9
The following is a quantum chemistry calculation of 9 unconnected molecules or ions with the total composition C32H59N5O4, from OMol25.

Last column: Mulliken charge in e.
Element x y z (Å)
C -1.897 3.632 2.987  -0.55
C -2.633 4.154 1.780  0.73
O -3.283 3.425 1.068  -0.55
C -2.788 5.625 1.528  -1.15
H -1.214 4.351 3.401  0.32
H -1.372 2.681 2.701  -0.10
H -2.672 3.366 3.739  0.34
H -2.725 6.231 2.424  0.38
H -3.772 5.781 1.154  0.35
H -2.050 6.065 0.859  0.26
C 4.850 0.706 -1.732  -1.07
C 3.579 0.349 -2.559  0.88
O 3.233 -0.779 -2.650  -0.53
C 2.873 1.480 -3.306  -0.88
H 5.563 -0.051 -2.037  0.39
H 4.620 0.587 -0.682  0.17
H 5.262 1.701 -1.920  0.35
H 2.333 2.175 -2.690  -0.05
H 2.172 1.091 -4.019  0.34
H 3.565 2.010 -3.959  0.46
C -4.916 -1.875 1.478  -0.88
C -5.168 -1.606 0.006  0.83
O -5.666 -2.439 -0.706  -0.58
C -4.794 -0.300 -0.560  -0.61
H -5.205 -1.120 2.154  0.41
H -3.816 -1.988 1.634  -0.03
H -5.362 -2.850 1.668  0.34
H -3.723 -0.207 -0.493  -0.22
H -5.267 0.559 -0.107  0.46
H -5.093 -0.209 -1.603  0.30
C 0.163 0.573 -0.179  0.57
C -0.905 -0.225 -0.764  0.56
O -1.444 0.094 -1.799  -0.59
C -1.273 -1.462 -0.043  -0.91
H 0.179 1.563 -0.640  -0.32
H 1.162 0.079 -0.204  0.04
H -0.102 0.823 0.891  -0.19
H -1.339 -1.171 0.996  0.33
H -0.409 -2.118 -0.037  0.51
H -2.149 -1.983 -0.374  -0.18
C 2.288 3.031 2.072  -1.13
C 2.104 3.423 0.594  0.82
C 3.076 4.528 0.129  -0.46
C 2.910 5.691 1.000  0.08
N 2.792 6.535 1.753  -0.49
H 1.536 2.274 2.305  0.09
H 2.236 3.841 2.840  0.42
H 3.305 2.577 2.179  0.32
H 1.097 3.762 0.248  0.11
H 2.148 2.465 0.044  -0.44
H 2.963 4.836 -0.919  0.36
H 4.151 4.362 0.241  0.35
C 3.662 -5.069 1.543  -0.79
C 4.699 -4.328 0.657  -0.75
C 4.257 -2.918 0.033  -0.12
C 3.756 -1.988 1.013  0.22
N 3.391 -1.052 1.576  -0.51
H 3.321 -4.355 2.301  0.10
H 3.991 -6.064 1.873  0.37
H 2.775 -5.250 0.970  0.26
H 5.069 -4.869 -0.219  0.38
H 5.585 -4.039 1.264  0.32
H 3.448 -3.131 -0.684  0.30
H 5.081 -2.463 -0.534  0.27
C -1.823 -3.690 -3.267  -0.87
C -2.811 -4.528 -2.472  -0.13
C -2.254 -5.726 -1.730  -0.50
C -1.316 -5.327 -0.651  0.21
N -0.502 -5.092 0.119  -0.40
H -2.390 -2.781 -3.634  0.23
H -1.455 -4.264 -4.148  0.39
H -0.995 -3.331 -2.628  0.17
H -3.582 -4.914 -3.116  0.38
H -3.333 -3.981 -1.659  -0.05
H -1.695 -6.410 -2.356  0.32
H -3.116 -6.249 -1.264  0.30
C -2.703 4.418 -3.816  -1.36
C -2.403 2.972 -3.442  -0.19
C -0.934 2.638 -3.679  -0.20
C -0.138 3.510 -2.841  0.25
N 0.664 4.108 -2.241  -0.50
H -2.287 4.813 -4.749  0.31
H -2.449 5.093 -2.985  0.32
H -3.746 4.572 -3.943  0.42
H -3.100 2.311 -3.979  0.45
H -2.656 2.867 -2.370  0.07
H -0.628 2.809 -4.698  0.45
H -0.656 1.627 -3.438  -0.01
C -0.005 -3.340 3.692  -0.93
C 1.338 -2.604 4.007  0.20
C 1.181 -1.296 4.849  -0.44
C 0.316 -0.352 4.060  0.06
N -0.297 0.312 3.348  -0.37
H 0.160 -4.310 3.179  0.32
H -0.723 -2.885 2.990  0.07
H -0.472 -3.491 4.687  0.33
H 1.843 -2.350 3.095  -0.33
H 1.931 -3.270 4.641  0.36
H 2.169 -0.850 4.925  0.31
H 0.711 -1.527 5.830  0.36

Computed properties:
Highest occupied orbital energy = -9.40 eV
Charge = 0
SMILES string = CC(C)=O.CC(C)=O.CC(C)=O.CC(C)=O.CCCC#N.CCCC#N.CCCC#N.CCCC#N.CCCC#N
E_LUMO = 0.5584 eV